{
  "formula": "C4H8N3",
  "method": "ωB97M-V/def2-TZVPD",
  "e_above_lowest_kj_mol": 657.4,
  "total_energy_ha": -321.0409,
  "homo_energy_ev": [-12.07, -12.66],
  "orbital_gap_ev": [7.1, 8.1],
  "total_charge": 1,
  "species": ["C", "C", "C", "C", "N", "N", "N", "H", "H", "H", "H", "H", "H", "H", "H"],
  "xyz": [[1.5128, 0.8912, -0.2137], [-0.7590, 1.3801, 0.2156], [-1.1978, -0.0239, -0.3659], [1.0096, -1.1783, -0.1147], [0.5774, 1.6405, -0.1191], [2.0344, -0.2331, 0.1169], [-0.2897, -1.0133, 0.3794], [-1.3667, 2.2171, -0.0804], [-0.8215, 1.3967, 1.4054], [-2.2110, -0.3166, -0.0336], [-1.1926, -0.1640, -1.4467], [0.9456, -1.3577, -1.2181], [2.9881, -0.6098, -0.1766], [-0.3550, -0.8151, 1.3337], [-0.8746, -1.8140, 0.3179]]
}

{
  "formula": "C6H10O",
  "method": "ωB97M-V/def2-TZVPD",
  "e_above_lowest_kj_mol": 475.3,
  "total_energy_ha": -309.6614,
  "homo_energy_ev": -7.61,
  "smiles": "C=C/C=C/C=C.O",
  "orbital_gap_ev": 7.4,
  "total_charge": 0,
  "species": ["C", "C", "C", "C", "C", "C", "H", "H", "H", "H", "H", "H", "H", "H", "O", "H", "H"],
  "xyz": [[-0.9822, 3.0018, -2.9512], [-0.4684, 2.0829, -2.0739], [-1.2250, 1.7029, -0.9274], [-0.7151, 0.8315, -0.0411], [-1.3279, -0.2796, 0.7762], [-0.7364, -1.5733, 0.6799], [-0.4658, 3.8369, -3.3397], [-1.9564, 3.0198, -3.4244], [0.5510, 1.7401, -2.1456], [-2.0625, 2.3454, -0.8623], [0.3844, 1.0070, 0.3054], [-2.3429, -0.3188, 1.2555], [-1.2505, -2.5010, 1.0813], [0.4407, -1.5289, 0.5567], [3.9145, -4.4114, 4.0997], [3.4094, -4.5453, 3.2754], [4.8331, -4.4100, 3.7354]]
}

{
  "formula": "C35H31NO4S",
  "method": "ωB97M-V/def2-TZVPD",
  "total_energy_ha": -2105.9684,
  "homo_energy_ev": -6.76,
  "orbital_gap_ev": 5.7,
  "total_charge": 0,
  "species": ["C", "O", "C", "C", "C", "C", "C", "C", "C", "C", "C", "C", "C", "C", "C", "C", "C", "O", "C", "C", "C", "C", "C", "C", "C", "C", "C", "C", "H", "H", "H", "H", "H", "H", "H", "H", "H", "H", "H", "H", "H", "H", "H", "H", "H", "H", "H", "H", "C", "S", "C", "C", "C", "C", "C", "C", "N", "O", "O", "C", "C", "H", "H", "H", "H", "H", "H", "H", "H", "H", "H", "H"],
  "xyz": [[-4.6376, -3.3179, 3.6789], [-4.6684, -1.8991, 3.4400], [-3.5869, -1.2554, 2.9348], [-3.7769, 0.1251, 2.6581], [-2.8545, 0.7920, 1.8948], [-1.7474, 0.1084, 1.3144], [-1.0122, 0.7587, 0.2712], [-0.3356, 0.0387, -0.7630], [0.5840, 0.7414, -1.5944], [1.0204, 0.2679, -2.8094], [2.0312, 0.9958, -3.5975], [3.0048, 1.7835, -2.9358], [3.9608, 2.4983, -3.6590], [3.9762, 2.4422, -5.0593], [3.0216, 1.6654, -5.7292], [2.0761, 0.9423, -5.0030], [0.3557, -0.9469, -3.3479], [0.3107, -1.1777, -4.5715], [-0.3060, -1.8330, -2.3538], [-0.7016, -3.2051, -2.6974], [-0.9834, -4.1484, -1.6743], [-1.3883, -5.4429, -1.9907], [-1.4810, -5.8515, -3.3295], [-1.2173, -4.9280, -4.3520], [-0.8389, -3.6278, -4.0321], [-0.6394, -1.3041, -1.1277], [-1.4612, -1.2058, 1.7936], [-2.3573, -1.8812, 2.6059], [-5.6311, -3.5503, 4.0672], [-4.4581, -3.8837, 2.7534], [-3.8688, -3.5648, 4.4231], [-4.6875, 0.6041, 3.0114], [-2.9707, 1.8573, 1.6932], [-1.3472, 1.7696, -0.0299], [0.9079, 1.7293, -1.2621], [3.0187, 1.8115, -1.8451], [4.6960, 3.0982, -3.1215], [4.7395, 2.9829, -5.6222], [2.9984, 1.6234, -6.8184], [1.3606, 0.3133, -5.5249], [-0.8699, -3.8636, -0.6249], [-1.6213, -6.1331, -1.1790], [-1.7539, -6.8782, -3.5712], [-1.3089, -5.2036, -5.4012], [-0.6242, -2.9180, -4.8255], [-1.2583, -1.9038, -0.4668], [-0.5227, -1.7020, 1.5277], [-2.1600, -2.9047, 2.9393], [0.3170, 4.6916, 3.2526], [-0.8942, 3.6225, 2.3844], [-1.4138, 4.8071, 1.1019], [0.0960, 2.5937, 1.3818], [1.1052, 1.8362, 2.0272], [2.2091, 1.3104, 1.2876], [3.1312, 0.4779, 1.8812], [3.0145, 0.1734, 3.2520], [4.0188, -0.6429, 3.8507], [3.9606, -0.9225, 5.0691], [4.9454, -1.0585, 3.1117], [1.9335, 0.6675, 4.0106], [0.9818, 1.4647, 3.4055], [0.8615, 4.1085, 4.0025], [0.9964, 5.1292, 2.5145], [-0.2448, 5.4886, 3.7525], [-2.0845, 4.2626, 0.4265], [-1.9496, 5.6133, 1.6155], [-0.5251, 5.1903, 0.5849], [0.2878, 3.0184, 0.3843], [2.2982, 1.5495, 0.2289], [3.9656, 0.0478, 1.3310], [1.8934, 0.3919, 5.0631], [0.1097, 1.7601, 3.9932]]
}